Record 1
DFT (wB97M-V/def2-TZVPD) results for C46H43OP2STi as an isolated structure.

Geometry as XYZ:
```
94
C46H43OP2STi, DFT wB97M-V/def2-TZVPD
Ti -0.132 0.800 0.545
C -0.310 2.926 1.450
C 1.074 2.690 1.210
C 1.571 1.646 2.073
C 0.466 1.306 2.937
C -0.656 2.074 2.560
C -1.893 2.388 3.374
C 0.584 0.590 4.248
C 3.031 1.306 2.351
C 1.961 3.695 0.490
C -1.143 4.055 0.914
H -1.687 3.304 3.933
H -2.214 1.638 4.036
H -2.734 2.605 2.718
H 1.289 -0.208 4.173
H -0.390 0.188 4.615
H 0.962 1.302 4.955
H 3.371 0.382 1.802
H 3.175 1.134 3.428
H 3.710 2.118 2.087
H 1.416 4.319 -0.185
H 2.879 3.289 0.000
H 2.369 4.360 1.230
H -1.367 4.698 1.773
H -2.106 3.703 0.590
H -0.611 4.612 0.138
O -0.369 -1.568 -4.446
S 0.688 -1.442 -3.435
C 0.365 0.190 -2.608
C 1.261 1.162 -3.017
C 1.078 2.492 -2.726
C -0.075 2.838 -2.001
C -0.937 1.893 -1.558
C -0.781 0.526 -1.869
P -2.131 -0.728 -1.710
C -2.659 -0.246 0.011
C -1.909 -0.693 1.114
C -2.413 -0.683 2.419
C -3.636 -0.099 2.644
C -4.322 0.519 1.601
C -3.850 0.442 0.303
C -3.332 -0.037 -2.876
C -3.224 1.012 -3.808
C -4.288 1.317 -4.653
C -5.484 0.572 -4.596
C -5.588 -0.436 -3.669
C -4.519 -0.754 -2.845
C 0.214 -2.586 -2.087
C -0.368 -3.710 -2.618
C -0.773 -4.789 -1.845
C -0.652 -4.686 -0.447
C -0.013 -3.591 0.068
C 0.454 -2.521 -0.707
P 1.450 -1.203 0.163
C 2.864 -0.795 -0.890
C 3.403 -1.764 -1.750
C 4.567 -1.478 -2.460
C 5.215 -0.247 -2.327
C 4.658 0.745 -1.494
C 3.502 0.471 -0.839
C 2.128 -2.006 1.667
C 3.419 -2.458 1.703
C 3.789 -3.198 2.806
C 2.896 -3.565 3.798
C 1.563 -3.127 3.749
C 1.231 -2.281 2.717
H 2.141 0.836 -3.558
H 1.708 3.298 -3.079
H -0.233 3.898 -1.694
H -1.847 2.224 -1.125
H -0.981 -1.271 0.941
H -1.881 -1.134 3.247
H -4.080 -0.206 3.638
H -5.288 0.978 1.773
H -4.471 0.756 -0.525
H -2.345 1.593 -3.926
H -4.154 2.143 -5.347
H -6.376 0.857 -5.129
H -6.504 -1.034 -3.569
H -4.574 -1.574 -2.178
H -0.651 -3.659 -3.676
H -1.265 -5.673 -2.281
H -0.984 -5.472 0.190
H 0.165 -3.661 1.125
H 2.935 -2.754 -1.787
H 4.980 -2.230 -3.122
H 6.142 -0.039 -2.848
H 5.167 1.695 -1.384
H 3.094 1.242 -0.165
H 4.105 -2.163 0.911
H 4.819 -3.566 2.879
H 3.264 -4.205 4.577
H 0.853 -3.408 4.481
H 0.220 -1.877 2.705
```

Summary:
LUMO (spin up / spin down): -10.56 / -10.56 eV
Molar mass: 753.7 g mol⁻¹
Maximum force: 0.0538 Eh/bohr
Net charge: +3

***

Record 2
DFT (wB97M-V/def2-TZVPD) results for one molecule with the formula C2ClFN2O.

Geometry as XYZ:
```
7
C2ClFN2O, DFT wB97M-V/def2-TZVPD
F 1.810 -0.739 -0.405
C 0.673 -0.649 0.215
N 0.311 -1.410 1.204
O -0.976 -0.975 1.512
N -1.370 0.126 0.720
C -0.333 0.363 -0.056
Cl -0.183 1.480 -1.346
```

Summary:
LUMO: -0.02 eV
Molar mass: 122.5 g mol⁻¹
Maximum force: 0.0353 Eh/bohr
ΔE to the lowest compared entry with this formula, charge and spin: 1.619 eV
Net charge: 0
Structure (SMILES): Fc1nonc1Cl

***

Record 3
DFT (wB97M-V/def2-TZVPD) results for one molecule with the formula C6H8N2O2.

Geometry as XYZ:
```
18
C6H8N2O2, DFT wB97M-V/def2-TZVPD
O 2.507 0.809 0.630
C 1.720 1.104 -0.237
C 1.289 0.197 -1.321
C -0.192 -0.053 -1.770
O -0.832 -0.986 -0.882
C -0.875 -0.679 0.457
C -1.457 -1.420 1.543
C -1.385 -0.500 2.596
N -0.796 0.620 2.120
N -0.488 0.525 0.834
H 1.356 2.104 -0.392
H 1.764 -0.663 -1.054
H 1.754 0.381 -2.233
H -0.562 0.930 -1.799
H -0.099 -0.340 -2.767
H -1.847 -2.418 1.372
H -1.753 -0.679 3.519
H -0.666 1.585 2.453
```

Summary:
LUMO: 0.96 eV
Molar mass: 140.1 g mol⁻¹
Maximum force: 0.0862 Eh/bohr
ΔE to the lowest compared entry with this formula, charge and spin: 2.935 eV
Net charge: 0
Structure (SMILES): O=CCCOc1cc[nH]n1

***

Record 4
DFT (wB97M-V/def2-TZVPD) results for a 3-piece molecular cluster, C21H38BCl2FN6O9PS3 overall.

Geometry as XYZ:
```
82
C21H38BCl2FN6O9PS3, DFT wB97M-V/def2-TZVPD
C -4.629 -0.977 5.186
C -5.035 -0.609 3.761
O -3.995 -1.022 2.894
C -3.828 -0.446 1.610
C -4.664 -1.305 0.601
Cl -3.729 -2.368 -0.378
C -5.992 -1.339 0.471
C -7.003 -0.598 1.282
Cl -6.753 -2.370 -0.693
O -2.508 -0.706 1.307
P -1.375 0.590 1.057
S -0.141 2.539 0.666
C 0.046 -0.722 1.192
C -0.184 -2.038 0.470
F -0.673 -3.034 1.334
C -1.517 0.453 -0.838
C -0.251 0.289 -1.691
C -0.097 1.388 -2.760
C 1.351 1.726 -3.124
C 1.925 2.968 -2.404
C 3.214 2.701 -1.619
C 4.150 3.921 -1.568
S 5.805 3.624 -2.258
C 6.318 2.387 -1.175
N 6.092 2.257 0.087
N 6.741 1.106 0.485
C 7.318 0.637 -0.557
O 7.101 1.386 -1.657
B -1.046 0.963 2.983
N 0.298 1.378 3.458
O -2.027 0.813 3.986
O -2.796 1.694 1.033
C -3.947 1.122 1.520
N -5.084 1.632 0.706
C -5.114 1.606 -0.480
S -5.157 1.560 -2.039
H -3.559 -0.849 5.310
H -4.964 -1.973 5.462
H -5.116 -0.279 5.871
H -5.222 0.463 3.718
H -5.944 -1.164 3.520
H -7.713 -0.107 0.615
H -6.578 0.160 1.918
H -7.582 -1.297 1.888
H 1.112 2.091 0.560
H 0.167 -0.975 2.249
H 1.002 -0.311 0.876
H 0.764 -2.427 0.086
H -0.863 -1.957 -0.376
H -2.199 -0.361 -1.081
H -2.019 1.363 -1.158
H 0.678 0.253 -1.123
H -0.334 -0.651 -2.241
H -0.578 2.297 -2.399
H -0.642 1.091 -3.657
H 2.015 0.878 -2.942
H 1.417 1.924 -4.195
H 2.161 3.734 -3.147
H 1.162 3.392 -1.753
H 2.995 2.414 -0.593
H 3.754 1.873 -2.077
H 4.315 4.249 -0.545
H 3.753 4.767 -2.123
H 7.918 -0.256 -0.596
H 0.650 0.692 4.119
H 0.263 2.279 3.917
H -2.566 1.608 4.051
H -4.117 1.551 2.508
C 9.274 -0.212 -3.956
N 9.433 -1.608 -3.466
O 9.301 -2.511 -4.261
O 9.687 -1.742 -2.286
H 9.046 -0.240 -5.014
H 8.464 0.243 -3.393
H 10.208 0.308 -3.766
C -2.230 -5.533 -0.049
N -1.182 -5.911 -1.035
O -1.355 -5.608 -2.197
O -0.215 -6.509 -0.610
H -3.024 -5.017 -0.571
H -2.586 -6.454 0.404
H -1.764 -4.887 0.691
```

Summary:
LUMO: 1.44 eV
Molar mass: 746.5 g mol⁻¹
Maximum force: 0.0336 Eh/bohr
Net charge: -1

***

Record 5
DFT (wB97M-V/def2-TZVPD) results for one molecule with the formula C5H5NO.

Geometry as XYZ:
```
12
C5H5NO, DFT wB97M-V/def2-TZVPD
C 0.589 1.634 -1.338
C 0.641 1.167 -0.219
C 0.285 -0.309 -0.143
C 1.504 -1.089 0.060
N 2.476 -1.704 0.170
C -0.813 -0.526 0.888
O -1.890 0.338 0.633
H 0.482 1.780 -2.382
H -0.121 -0.613 -1.119
H -0.377 -0.380 1.883
H -1.191 -1.544 0.784
H -1.584 1.245 0.785
```

Summary:
LUMO: -0.35 eV
Molar mass: 95.1 g mol⁻¹
Maximum force: 0.0290 Eh/bohr
ΔE to the lowest compared entry with this formula, charge and spin: 4.080 eV
Net charge: 0
Structure (SMILES): C#C[C@@H](C#N)CO

***

Record 6
DFT (wB97M-V/def2-TZVPD) results for a 2-piece molecular cluster, C8H12O2 overall.

Geometry as XYZ:
```
22
C8H12O2, DFT wB97M-V/def2-TZVPD
C 0.662 -3.418 -0.272
C 0.559 -2.622 1.087
C 0.504 -1.108 0.935
C -0.744 -0.490 1.051
C -0.866 0.873 0.809
C 0.158 1.577 0.261
O -0.033 2.810 -0.217
C 1.467 0.979 0.102
C 1.648 -0.379 0.477
H 1.623 -3.226 -0.779
H -0.158 -3.147 -0.958
H 0.592 -4.496 -0.049
H -0.212 -2.928 1.819
H 1.549 -2.767 1.560
H -1.571 -1.159 1.324
H -1.876 1.301 0.852
H -0.900 3.176 0.085
H 2.379 1.468 -0.267
H 2.580 -0.914 0.251
O -2.207 4.509 -2.670
H -2.308 5.238 -2.017
H -2.847 4.725 -3.385
```

Summary:
LUMO: 0.58 eV
Molar mass: 140.2 g mol⁻¹
Maximum force: 0.0520 Eh/bohr
ΔE to the lowest compared entry with this formula, charge and spin: 0.431 eV
Net charge: 0
Structure (SMILES): CCc1ccc(O)cc1.O

***

Record 7
DFT (wB97M-V/def2-TZVPD) results for C28H31N6O2PdSSe2 as an isolated structure.

Geometry as XYZ:
```
71
C28H31N6O2PdSSe2, DFT wB97M-V/def2-TZVPD
Pd -0.193 0.537 -0.336
O -1.920 -3.499 -0.710
C -1.239 -3.259 -1.925
C 0.256 -3.610 -1.858
C 0.429 -5.138 -1.760
O -0.277 -5.725 -0.673
C 0.964 -3.187 -3.149
Se 1.029 -1.245 -3.327
C 0.901 -2.934 -0.646
Se 1.502 -1.100 -1.033
H -1.794 -4.434 -0.496
H -1.360 -2.198 -2.149
H -1.689 -3.827 -2.750
H 1.492 -5.391 -1.713
H 0.018 -5.593 -2.663
H 0.267 -5.704 0.120
H 0.430 -3.552 -4.028
H 1.980 -3.580 -3.181
H 1.817 -3.443 -0.342
H 0.203 -2.889 0.189
C -1.198 -0.268 5.324
C -0.217 -1.778 3.435
C 0.109 -0.782 2.293
C -0.782 1.412 3.124
C -1.642 1.778 4.091
C -1.865 0.882 5.212
N -0.787 1.926 1.811
N -1.477 2.930 1.615
C -1.732 3.190 0.243
C -2.181 4.460 -0.078
C -2.557 4.718 -1.383
C -2.498 3.688 -2.310
C -2.029 2.453 -1.906
N -1.648 2.197 -0.650
H -1.462 -1.001 6.077
H 0.426 -2.645 3.550
H 1.103 -0.894 1.855
H -2.239 2.668 3.965
H -2.662 1.118 5.904
H -2.231 5.207 0.701
H -2.903 5.701 -1.671
H -2.801 3.834 -3.336
H -1.934 1.636 -2.608
C 2.205 -1.793 5.083
C 1.280 -0.594 5.260
C -0.031 -0.587 4.438
N 0.066 0.328 3.262
N -0.892 -0.762 1.261
C -1.979 -1.364 1.619
N -3.126 -1.287 0.944
S -1.918 -2.307 3.108
H 3.083 -1.678 5.718
H 2.563 -1.889 4.055
H 1.719 -2.728 5.367
H 1.810 0.320 4.987
H 1.020 -0.493 6.316
H -3.102 -0.849 0.037
H -3.846 -1.969 1.102
C 0.761 1.536 -1.669
C 1.361 2.167 -2.511
C 2.066 2.913 -3.516
C 3.091 3.791 -3.161
C 3.764 4.508 -4.136
C 3.424 4.358 -5.474
C 2.406 3.487 -5.834
C 1.729 2.768 -4.863
H 3.353 3.903 -2.117
H 4.558 5.186 -3.852
H 3.952 4.919 -6.233
H 2.139 3.366 -6.876
H 0.935 2.087 -5.139
```

Summary:
LUMO (spin up / spin down): -3.54 / -3.54 eV
Molar mass: 780.0 g mol⁻¹
Maximum force: 0.0152 Eh/bohr
ΔE to the lowest compared entry with this formula, charge and spin: 1.243 eV
Net charge: +1

***

Record 8
DFT (wB97M-V/def2-TZVPD) results for C13H41B3KNO3 as an isolated structure.

Geometry as XYZ:
```
62
C13H41B3KNO3, DFT wB97M-V/def2-TZVPD
K -0.955 -1.372 0.142
B -1.129 -2.921 2.674
H -0.250 -2.427 2.160
H -0.685 -3.850 3.222
H -1.570 -2.182 3.465
H -1.935 -3.270 1.946
B -3.595 -0.011 -0.469
H -3.608 -1.071 -0.887
H -2.809 0.604 -1.022
H -4.602 0.501 -0.762
H -3.459 -0.055 0.660
B 1.893 -2.866 0.540
H 2.121 -2.039 -0.260
H 0.859 -3.335 0.372
H 2.656 -3.737 0.371
H 2.056 -2.351 1.570
C 3.489 -1.990 -4.590
O 2.307 -2.711 -4.373
C 1.465 -2.148 -3.355
C 0.226 -3.027 -3.422
O -0.586 -2.691 -2.322
C -1.567 -3.687 -2.074
H 4.280 -2.219 -3.869
H 3.273 -0.915 -4.588
H 3.864 -2.217 -5.592
H 1.234 -1.090 -3.509
H 1.983 -2.300 -2.404
H 0.475 -4.091 -3.364
H -0.304 -2.895 -4.374
H -2.151 -3.637 -1.155
H -0.940 -4.589 -2.021
H -2.221 -3.724 -2.955
C 1.124 2.264 3.218
C -0.129 1.793 2.459
C -1.293 2.770 2.677
C -1.327 3.981 1.742
C -1.125 3.543 0.307
C 0.161 2.768 0.065
N 0.212 1.634 1.005
O 1.225 0.727 0.661
C 0.098 2.205 -1.366
C 1.374 3.713 0.188
C -0.433 0.419 2.986
H 1.505 3.237 2.888
H 1.890 1.491 3.163
H 0.943 2.506 4.272
H -2.257 2.267 2.751
H -1.171 3.276 3.643
H -0.602 4.706 2.124
H -2.314 4.438 1.855
H -1.168 4.477 -0.267
H -2.014 2.969 0.034
H -0.845 1.652 -1.399
H 0.083 2.941 -2.170
H 0.909 1.493 -1.516
H 1.467 4.257 1.126
H 2.301 3.200 -0.083
H 1.292 4.490 -0.583
H -1.387 0.027 2.617
H -0.669 0.394 4.056
H 0.263 -0.398 2.799
H 2.070 1.076 0.991
```

Summary:
LUMO: 4.25 eV
Molar mass: 331.0 g mol⁻¹
Maximum force: 0.0460 Eh/bohr
ΔE to the lowest compared entry with this formula, charge and spin: 0.000 eV
Net charge: -2

***

- What is the formula in the seventh record?
  C28H31N6O2PdSSe2

***

- Which of these has the highest molar mass?
  C28H31N6O2PdSSe2

***

Repeat the seventh record exactly.
DFT (wB97M-V/def2-TZVPD) results for C28H31N6O2PdSSe2 as an isolated structure.

Geometry as XYZ:
```
71
C28H31N6O2PdSSe2, DFT wB97M-V/def2-TZVPD
Pd -0.193 0.537 -0.336
O -1.920 -3.499 -0.710
C -1.239 -3.259 -1.925
C 0.256 -3.610 -1.858
C 0.429 -5.138 -1.760
O -0.277 -5.725 -0.673
C 0.964 -3.187 -3.149
Se 1.029 -1.245 -3.327
C 0.901 -2.934 -0.646
Se 1.502 -1.100 -1.033
H -1.794 -4.434 -0.496
H -1.360 -2.198 -2.149
H -1.689 -3.827 -2.750
H 1.492 -5.391 -1.713
H 0.018 -5.593 -2.663
H 0.267 -5.704 0.120
H 0.430 -3.552 -4.028
H 1.980 -3.580 -3.181
H 1.817 -3.443 -0.342
H 0.203 -2.889 0.189
C -1.198 -0.268 5.324
C -0.217 -1.778 3.435
C 0.109 -0.782 2.293
C -0.782 1.412 3.124
C -1.642 1.778 4.091
C -1.865 0.882 5.212
N -0.787 1.926 1.811
N -1.477 2.930 1.615
C -1.732 3.190 0.243
C -2.181 4.460 -0.078
C -2.557 4.718 -1.383
C -2.498 3.688 -2.310
C -2.029 2.453 -1.906
N -1.648 2.197 -0.650
H -1.462 -1.001 6.077
H 0.426 -2.645 3.550
H 1.103 -0.894 1.855
H -2.239 2.668 3.965
H -2.662 1.118 5.904
H -2.231 5.207 0.701
H -2.903 5.701 -1.671
H -2.801 3.834 -3.336
H -1.934 1.636 -2.608
C 2.205 -1.793 5.083
C 1.280 -0.594 5.260
C -0.031 -0.587 4.438
N 0.066 0.328 3.262
N -0.892 -0.762 1.261
C -1.979 -1.364 1.619
N -3.126 -1.287 0.944
S -1.918 -2.307 3.108
H 3.083 -1.678 5.718
H 2.563 -1.889 4.055
H 1.719 -2.728 5.367
H 1.810 0.320 4.987
H 1.020 -0.493 6.316
H -3.102 -0.849 0.037
H -3.846 -1.969 1.102
C 0.761 1.536 -1.669
C 1.361 2.167 -2.511
C 2.066 2.913 -3.516
C 3.091 3.791 -3.161
C 3.764 4.508 -4.136
C 3.424 4.358 -5.474
C 2.406 3.487 -5.834
C 1.729 2.768 -4.863
H 3.353 3.903 -2.117
H 4.558 5.186 -3.852
H 3.952 4.919 -6.233
H 2.139 3.366 -6.876
H 0.935 2.087 -5.139
```

Summary:
LUMO (spin up / spin down): -3.54 / -3.54 eV
Molar mass: 780.0 g mol⁻¹
Maximum force: 0.0152 Eh/bohr
ΔE to the lowest compared entry with this formula, charge and spin: 1.243 eV
Net charge: +1